<P>
The following is a DFT calculation (the ωB97M-V functional and the def2-TZVPD basis) of one molecule with the formula C2H3NS3.

```
9
Properties=species:S:1:pos:R:3:mulliken_charge:R:1
C 0.382 -0.281 1.074 -0.227
C 0.366 -0.561 -1.431 0.071
H -2.075 0.840 0.472 0.169
H 1.066 -0.889 1.749 0.384
H 1.242 0.069 -1.001 0.257
N 0.295 0.926 1.402 -0.226
S -0.896 1.976 0.807 -0.086
S -0.642 -1.232 -0.171 -0.056
S 0.263 -0.847 -2.900 -0.286
```

Kohn-Sham gap: 8.7 eV
HOMO level: -9.0060 eV



<Q>
The following is a DFT calculation (the ωB97M-V functional and the def2-TZVPD basis) of one molecule with the formula C2H3NS3.

```
9
Properties=species:S:1:pos:R:3:mulliken_charge:R:1
C -1.177 -0.633 1.048 -0.077
C 0.374 -0.081 -1.154 -0.553
N -0.169 -0.417 1.768 -0.258
S -0.939 -1.068 -0.737 -0.100
S 1.383 -0.223 1.453 -0.077
S 0.082 1.594 -1.257 -0.046
H -2.161 -0.537 1.372 0.458
H 1.284 -0.431 -1.577 0.507
H 1.323 1.795 -0.916 0.146
```

Kohn-Sham gap (alpha / beta): 7.4 / 6.9 eV
HOMO level (alpha / beta): -8.4541 / -8.0960 eV



<R>
The following is a DFT calculation (the ωB97M-V functional and the def2-TZVPD basis) of one molecule with the formula C2H3NS3.

```
9
Properties=species:S:1:pos:R:3:mulliken_charge:R:1
C 0.674 0.635 -0.096 0.116
C -1.940 0.070 0.003 -0.101
H 1.893 -1.812 0.276 0.091
H 0.224 1.630 -0.146 0.346
H -1.790 1.159 0.059 0.169
N 1.916 0.612 0.041 -0.347
S 2.858 -0.877 -0.043 -0.079
S -0.430 -0.802 -0.071 -0.006
S -3.405 -0.614 -0.023 -0.188
```

Kohn-Sham gap: 8.5 eV
HOMO level: -9.2453 eV



Verdict on stability: <P> comes out at the bottom.



<P>
The following is a DFT calculation (the ωB97M-V functional and the def2-TZVPD basis) of one molecule with the formula C2H3NS3.

```
9
Properties=species:S:1:pos:R:3:mulliken_charge:R:1
C -0.817 -0.030 0.071 0.124
C -0.278 -1.254 -0.042 -0.449
N -0.283 1.186 -0.112 -0.364
S 1.418 -1.540 0.323 -0.070
S 1.411 1.555 0.386 -0.024
S 2.170 -0.023 -0.753 -0.090
H -1.966 0.133 -0.017 0.225
H -0.991 -2.035 -0.128 0.356
H -0.664 2.008 0.272 0.292
```

Kohn-Sham gap: 8.3 eV
HOMO level: -8.1371 eV



<Q>
The following is a DFT calculation (the ωB97M-V functional and the def2-TZVPD basis) of one molecule with the formula C2H3NS3.

```
9
Properties=species:S:1:pos:R:3:mulliken_charge:R:1
C -0.833 -1.648 -0.584 -0.064
C 0.885 1.593 0.925 -0.201
H -0.604 -2.272 0.303 0.236
H -0.317 0.390 -0.970 0.284
H 1.512 1.818 1.699 0.347
N -0.376 -0.449 -0.159 -0.246
S -1.336 -2.132 -2.158 -0.264
S 0.837 -0.090 0.986 0.142
S 0.232 2.791 -0.041 -0.235
```

Kohn-Sham gap: 7.8 eV
HOMO level: -8.8788 eV



Verdict on stability: <Q> comes out at the bottom.



<P>
The following is a DFT calculation (the ωB97M-V functional and the def2-TZVPD basis) of a 2-piece molecular cluster, C2H7N4O overall.

```
14
Properties=species:S:1:pos:R:3:mulliken_charge:R:1
C -0.054 1.205 -2.339 0.458
C 1.126 -0.006 -0.170 0.513
N 0.655 0.751 -1.389 -0.457
N -0.949 1.630 -2.992 -0.340
N 2.211 0.543 0.332 -0.367
N -1.509 -1.476 1.773 -0.455
O 0.542 -0.979 0.192 -0.686
H -0.827 -1.888 2.439 0.375
H -1.273 2.304 -3.713 0.316
H 2.617 1.440 0.288 0.274
H 2.350 0.343 1.306 0.263
H -0.976 -1.335 0.857 0.357
H -2.254 -2.053 1.480 0.377
H -1.660 -0.478 1.936 0.371
```

Kohn-Sham gap: 9.2 eV
total charge: +1
HOMO level: -12.9140 eV



<Q>
The following is a DFT calculation (the ωB97M-V functional and the def2-TZVPD basis) of an isolated ion of composition C2H7N4O and charge +1.

```
14
Properties=species:S:1:pos:R:3:mulliken_charge:R:1
C 0.392 0.302 -0.184 0.746
C -0.340 -1.014 -0.070 -0.367
N 1.690 0.321 0.005 -0.122
N -1.766 -1.002 0.113 -0.226
N -2.341 0.053 0.003 -0.293
N -0.237 1.451 -0.066 -0.415
O 2.541 -0.749 -0.002 -0.338
H -0.289 -1.565 -1.008 0.327
H 0.264 -1.648 0.588 0.280
H 2.046 1.272 -0.163 0.250
H 2.328 -1.206 0.853 0.392
H -3.297 -0.141 -0.103 0.242
H -1.282 1.523 0.096 0.306
H 0.291 2.403 -0.063 0.218
```

Kohn-Sham gap: 10.2 eV
total charge: +1
HOMO level: -13.9899 eV



Verdict on stability: <Q> comes out at the bottom.



<P>
The following is a DFT calculation (the ωB97M-V functional and the def2-TZVPD basis) of an isolated ion of composition C2H7N4O and charge +1.

```
14
Properties=species:S:1:pos:R:3:mulliken_charge:R:1
C -1.011 0.102 -0.001 0.497
C -0.730 -1.247 0.098 -0.793
N -0.149 1.128 0.515 -0.228
N 1.803 -0.071 0.041 0.374
N 2.942 -0.082 -0.502 -0.385
N -2.063 0.624 -0.650 -0.432
O 1.187 1.038 0.045 -0.053
H -0.042 -1.508 0.809 0.383
H -1.117 -1.920 -0.675 0.288
H -0.350 2.137 0.604 0.327
H 3.286 0.812 -0.956 0.300
H 3.358 -0.964 -0.738 0.292
H -2.976 0.256 -0.607 0.212
H -2.133 1.423 -1.287 0.218
```

Kohn-Sham gap (alpha / beta): 7.0 / 7.0 eV
total charge: +1
HOMO level (alpha / beta): -12.3558 / -12.3555 eV



<Q>
The following is a DFT calculation (the ωB97M-V functional and the def2-TZVPD basis) of a 2-piece molecular cluster, C2H7N4O overall.

```
14
Properties=species:S:1:pos:R:3:mulliken_charge:R:1
C -1.664 0.320 0.137 0.072
C 2.145 0.891 -0.619 -0.288
N 1.682 -1.105 0.647 -0.137
N -1.529 -0.308 1.300 -0.256
N 1.861 -0.124 0.023 0.402
N -1.234 -0.215 -0.952 -0.263
O 0.690 -1.868 0.573 -0.511
H 2.129 1.851 -0.064 0.262
H -1.935 1.347 0.057 0.385
H 2.850 0.947 -1.425 0.298
H -1.617 0.253 2.127 0.271
H -0.998 -1.088 1.083 0.251
H -0.968 -1.175 -1.042 0.245
H -1.411 0.275 -1.845 0.268
```

Kohn-Sham gap (alpha / beta): 9.7 / 9.7 eV
total charge: +1
HOMO level (alpha / beta): -13.4225 / -13.4221 eV



Verdict on stability: <P> comes out at the bottom.



<P>
The following is a DFT calculation (the ωB97M-V functional and the def2-TZVPD basis) of a 2-piece molecular cluster, C3H12N3O overall.

```
19
Properties=species:S:1:pos:R:3:mulliken_charge:R:1
C -0.081 -2.935 0.699 -1.129
C -1.541 2.060 0.522 -0.721
C -0.307 -1.435 0.173 0.330
N 1.472 1.673 -1.105 -0.906
N -1.085 -0.097 0.636 -0.685
N -0.611 1.003 0.388 0.653
O 0.909 -1.026 -0.320 -0.464
H -0.942 -3.419 1.076 0.350
H 0.283 -3.458 -0.203 0.369
H 0.748 -2.963 1.518 0.343
H -1.534 2.327 -0.489 0.337
H -2.527 1.779 1.028 0.325
H -0.955 2.842 1.099 0.293
H -0.854 -1.508 -0.785 0.193
H 1.117 1.325 -1.999 0.311
H 1.529 2.766 -1.278 0.309
H 2.478 1.387 -0.945 0.279
H 0.352 1.220 -0.213 0.529
H 1.546 -1.541 0.199 0.284
```

Kohn-Sham gap: 10.1 eV
total charge: +1
HOMO level: -14.1216 eV



<Q>
The following is a DFT calculation (the ωB97M-V functional and the def2-TZVPD basis) of an isolated ion of composition C3H12N3O and charge +1.

```
19
Properties=species:S:1:pos:R:3:mulliken_charge:R:1
C -0.522 -1.538 1.076 -0.823
C -1.718 0.718 -1.050 -0.779
C 1.416 -0.113 0.108 0.093
N 2.033 0.031 -1.118 -0.493
N -0.080 -0.395 0.199 -0.040
N -0.933 0.746 0.229 -0.186
O 1.584 1.113 0.730 -0.604
H 0.296 -2.157 1.336 0.333
H -1.141 -1.083 1.994 0.264
H -1.207 -2.041 0.418 0.326
H -2.128 -0.275 -1.105 0.308
H -2.457 1.402 -1.152 0.427
H -1.042 0.946 -1.982 0.263
H 1.781 -0.921 0.679 0.417
H 2.051 -0.726 -1.802 0.230
H 1.892 0.956 -1.403 0.205
H -0.417 1.653 0.466 0.380
H -1.658 0.613 0.988 0.373
H 2.250 1.073 1.388 0.304
```

Kohn-Sham gap: 10.5 eV
total charge: +1
HOMO level: -13.6554 eV



Verdict on stability: <P> comes out at the bottom.



<P>
The following is a DFT calculation (the ωB97M-V functional and the def2-TZVPD basis) of a 2-piece molecular cluster, C3H12N3O overall.

```
19
Properties=species:S:1:pos:R:3:mulliken_charge:R:1
C 1.760 2.198 -2.108 -0.731
N 1.882 0.857 -1.530 -0.198
C 0.930 0.266 -0.848 0.337
N 1.039 -0.862 -0.204 -0.243
H 2.140 2.187 -3.126 0.281
H 2.346 2.903 -1.523 0.310
H 0.717 2.498 -2.126 0.309
H 2.812 0.479 -1.475 0.236
H -0.032 0.763 -0.855 0.170
H 1.949 -1.300 -0.148 0.202
H 0.242 -1.252 0.392 0.443
N -1.079 -1.737 1.258 -0.673
C -1.872 -0.644 1.802 -0.379
O -3.154 -1.143 2.152 -0.494
H -0.810 -2.333 2.019 0.266
H -1.725 -2.298 0.696 0.236
H -1.404 -0.251 2.702 0.308
H -1.961 0.151 1.061 0.295
H -3.778 -0.482 1.859 0.327
```

Kohn-Sham gap: 11.0 eV
total charge: +1
HOMO level: -13.8808 eV



<Q>
The following is a DFT calculation (the ωB97M-V functional and the def2-TZVPD basis) of a 2-piece molecular cluster, C3H12N3O overall.

```
19
Properties=species:S:1:pos:R:3:mulliken_charge:R:1
C -1.849 -2.590 -0.094 -0.726
C -0.890 -0.281 0.551 0.613
N -0.847 0.606 1.624 -0.401
N -1.300 -1.524 0.863 -0.241
N -0.429 -0.006 -0.687 -0.270
H -0.866 0.126 2.583 0.233
H -0.436 1.525 1.645 0.248
H -1.832 -1.484 1.733 0.245
H -0.961 -0.256 -1.548 0.252
H 0.441 0.498 -0.833 0.252
H -1.573 -3.510 0.550 0.268
H -1.365 -2.406 -1.137 0.287
H -2.885 -2.704 -0.258 0.308
C 2.484 2.409 -0.849 -0.502
O 2.031 1.138 -0.549 -0.617
H 2.712 0.376 -0.799 0.315
H 1.933 3.113 -0.081 0.169
H 3.497 2.380 -0.846 0.293
H 2.135 2.590 -1.868 0.274
```

Kohn-Sham gap: 11.2 eV
total charge: +1
HOMO level: -14.0830 eV



Verdict on stability: <Q> comes out at the bottom.